{
  "formula": "C18H40N5P3PmS",
  "method": "ωB97M-V with the def2-TZVPD basis set",
  "elements": ["Pm", "P", "P", "P", "H", "C", "C", "H", "C", "C", "C", "C", "C", "C", "C", "C", "C", "H", "H", "H", "H", "H", "H", "H", "H", "H", "H", "H", "H", "H", "H", "H", "H", "H", "H", "H", "H", "H", "H", "H", "H", "H", "H", "H", "H", "H", "C", "C", "C", "C", "C", "C", "S", "H", "H", "H", "H", "H", "H", "N", "N", "N", "C", "N", "N", "H", "H", "H"],
  "coordinates": [[0.730, -1.338, -0.748], [2.096, 0.950, 0.614], [-1.141, -0.015, 1.311], [-1.380, 2.019, -2.389], [0.845, -3.988, -6.314], [0.878, -2.884, -6.339], [1.844, -2.141, -5.791], [2.725, -2.549, -5.295], [3.487, 0.166, 1.552], [1.658, 2.154, 1.933], [3.096, 2.138, -0.371], [-2.750, -0.895, 1.267], [-0.511, -0.760, 2.872], [-1.757, 1.554, 2.041], [-1.460, 3.016, -3.875], [-0.592, 3.136, -1.240], [-3.046, 1.720, -1.779], [0.121, -2.416, -6.978], [1.852, -1.062, -5.998], [4.328, 0.005, 0.874], [3.188, -0.793, 1.984], [3.791, 0.840, 2.361], [1.175, 1.679, 2.792], [1.013, 2.958, 1.563], [2.604, 2.598, 2.274], [3.477, 1.655, -1.278], [3.938, 2.455, 0.259], [2.509, 3.021, -0.660], [-3.290, -0.636, 2.189], [-2.578, -1.980, 1.238], [-3.326, -0.572, 0.389], [-1.361, -0.798, 3.566], [0.291, -0.153, 3.315], [-0.166, -1.784, 2.679], [-2.368, 1.275, 2.911], [-2.390, 2.101, 1.332], [-0.933, 2.186, 2.391], [-2.326, 3.680, -3.798], [-1.537, 2.361, -4.747], [-0.543, 3.609, -3.952], [-0.952, 4.127, -1.537], [0.492, 3.119, -1.341], [-0.870, 2.950, -0.193], [-3.613, 2.593, -2.142], [-3.134, 1.633, -0.679], [-3.509, 0.825, -2.217], [0.413, -1.440, -3.490], [-0.936, -1.692, -3.893], [-1.423, -3.012, -3.959], [-0.572, -4.088, -3.626], [0.671, -3.842, -3.046], [1.177, -2.544, -2.955], [1.198, 0.094, -3.579], [-0.643, 0.834, -2.773], [-1.513, -0.846, -4.299], [-2.439, -3.190, -4.311], [-0.833, -5.118, -3.921], [1.309, -4.664, -2.729], [2.239, -2.354, -2.692], [2.174, -3.526, 3.093], [1.514, -3.835, 1.905], [1.630, -5.071, 1.357], [1.327, -4.836, 0.078], [1.170, -3.530, -0.208], [1.386, -2.886, 0.975], [1.681, -2.768, 3.542], [2.223, -4.358, 3.659], [1.222, -5.622, -0.645]],
  "nbo_charge": [1.911, 0.673, 0.697, 1.250, 0.206, -0.393, -0.418, 0.200, -0.911, -0.904, -0.904, -0.923, -0.916, -0.908, -0.950, -0.968, -0.973, 0.209, 0.208, 0.264, 0.225, 0.265, 0.232, 0.243, 0.269, 0.261, 0.264, 0.243, 0.263, 0.245, 0.247, 0.269, 0.249, 0.207, 0.267, 0.244, 0.258, 0.280, 0.283, 0.283, 0.292, 0.270, 0.255, 0.289, 0.256, 0.281, -0.241, -0.285, -0.115, -0.233, -0.099, -0.494, -0.211, 0.047, 0.239, 0.257, 0.265, 0.218, 0.251, -0.548, 0.209, -0.136, 0.199, -0.422, -0.194, 0.398, 0.431, 0.271],
  "e_homo_ev": [-16.13, -16.12],
  "multiplicity": 5,
  "fmax_ev_per_a": 3.26,
  "total_charge": 3,
  "lumo_energy_ev": [-10.00, -9.89],
  "homo_lumo_gap_ev": [6.1291, 6.2342]
}